(1)
The following is a quantum chemistry calculation of 2 unconnected molecules or ions with the total composition C5H16NO2 at a distorted geometry, from the OMol25 dataset.

Computed properties:
HOMO level   -14.15 eV
HOMO-LUMO gap   10.80 eV
ΔE to the lowest compared entry with this formula, charge and spin   1.3013 eV

Structure (ORCA input):
```
! wB97M-V def2-TZVPD RIJCOSX def2/J DEFGRID3
* xyz 1 1
C -0.480 1.133 1.308
O 0.695 1.676 1.803
C -0.252 0.081 0.234
C 0.257 -1.226 0.811
C 0.571 -2.435 -0.130
C 1.596 -1.986 -1.186
N -1.378 -0.163 -0.750
H -1.021 1.947 0.848
H -1.102 0.732 2.105
H 1.546 1.264 1.632
H 0.586 0.414 -0.378
H 1.152 -0.976 1.382
H -0.415 -1.585 1.594
H 1.053 -3.220 0.442
H -0.434 -2.696 -0.443
H 2.587 -2.105 -0.748
H 1.627 -2.673 -2.035
H 1.491 -0.969 -1.543
H -0.890 -0.707 -1.455
H -1.854 0.641 -1.155
H -2.096 -0.706 -0.265
H -0.439 2.930 -2.205
H -1.501 3.117 -1.245
O -0.790 2.493 -1.413
*
```

(2)
The following is a quantum chemistry calculation of 2 unconnected molecules or ions with the total composition C5H16NOSi at a distorted geometry, from the OMol25 dataset.

Computed properties:
HOMO level (alpha / beta)   -11.64 / -11.77 eV
HOMO-LUMO gap (alpha / beta)   8.05 / 8.40 eV
ΔE to the lowest compared entry with this formula, charge and spin   6.8681 eV

Structure (ORCA input):
```
! wB97M-V def2-TZVPD RIJCOSX def2/J DEFGRID3
* xyz 1 1
C -0.930 0.386 1.570
C -1.855 -1.889 1.164
C -0.898 -0.761 -2.574
C -1.218 -0.591 0.429
C 0.030 -0.729 -0.420
N 1.418 -0.859 0.057
O 0.032 -0.576 -1.707
Si 2.337 2.939 -0.541
H -1.646 0.342 2.438
H 0.097 0.397 1.834
H -0.954 1.453 1.251
H -2.739 -1.431 1.689
H -1.210 -2.469 1.952
H -2.427 -2.571 0.460
H -1.724 -1.279 -2.138
H -0.751 -0.482 -3.688
H 1.566 1.878 -1.396
H -2.093 -0.239 -0.209
H 1.619 -1.855 0.058
H 2.008 -0.217 -0.589
H 1.635 -0.584 1.046
H 2.842 2.269 0.717
H 1.269 3.747 -0.166
H 3.592 3.119 -1.236
*
```

(3)
The following is a quantum chemistry calculation of 2 unconnected molecules or ions with the total composition C5H16NS at a distorted geometry, from the OMol25 dataset.

Computed properties:
HOMO level   -13.27 eV
HOMO-LUMO gap   10.10 eV
ΔE to the lowest compared entry with this formula, charge and spin   0.3047 eV

Structure (ORCA input):
```
! wB97M-V def2-TZVPD RIJCOSX def2/J DEFGRID3
* xyz 1 1
C 0.258 0.814 -1.060
C -0.081 1.049 -2.550
C -0.366 2.497 -2.820
N 0.190 -0.651 -0.751
H 1.237 1.200 -0.797
H -0.500 1.280 -0.431
H -0.901 0.364 -2.785
H 0.783 0.668 -3.103
H -1.266 2.893 -2.350
H 0.456 3.144 -2.497
H -0.444 2.727 -3.885
H -0.784 -0.957 -0.753
H 0.703 -1.235 -1.416
H 0.596 -0.912 0.176
C -0.780 -0.896 2.795
C 0.126 -2.116 2.901
S 1.651 -2.001 1.874
H -1.260 -0.746 1.823
H -0.243 0.038 2.985
H -1.570 -0.945 3.545
H 0.390 -2.209 3.948
H -0.363 -3.027 2.568
H 2.169 -0.978 2.584
*
```

(4)
The following is a quantum chemistry calculation of 3 unconnected molecules or ions with the total composition C5H16O3 at a distorted geometry, from the OMol25 dataset.

Computed properties:
HOMO level   -9.78 eV
Structure (SMILES)   CC(C)CCO.O.O
HOMO-LUMO gap   10.31 eV
ΔE to the lowest compared entry with this formula, charge and spin   1.8826 eV

Structure (ORCA input):
```
! wB97M-V def2-TZVPD RIJCOSX def2/J DEFGRID3
* xyz 0 1
C -0.778 -0.915 0.488
O -0.801 -0.533 1.853
C -0.343 0.380 -0.226
C 1.133 0.273 -1.074
C 1.216 1.210 -2.212
C 1.342 -1.081 -1.703
H -1.656 -1.294 0.093
H 0.029 -1.753 0.470
H -1.666 -0.302 2.162
H -0.091 1.140 0.631
H -1.110 0.639 -0.955
H 1.939 0.559 -0.295
H 0.753 2.145 -1.803
H 2.234 1.433 -2.472
H 0.849 0.945 -3.230
H 0.450 -1.386 -2.165
H 1.746 -1.797 -1.019
H 2.087 -0.898 -2.460
H 1.592 2.220 1.340
H 1.122 1.684 2.744
O 1.211 2.421 2.114
H -3.366 -2.361 2.744
H -4.080 -1.052 2.806
O -3.809 -1.677 2.170
*
```

(5)
The following is a quantum chemistry calculation of 3 unconnected molecules or ions with the total composition C5H16O3, from the OMol25 dataset.

Computed properties:
HOMO level   -9.61 eV
Structure (SMILES)   CC(C)O.CO.CO
HOMO-LUMO gap   10.20 eV
ΔE to the lowest compared entry with this formula, charge and spin   0.9285 eV

Structure (ORCA input):
```
! wB97M-V def2-TZVPD RIJCOSX def2/J DEFGRID3
* xyz 0 1
C 1.820 0.930 1.134
O 1.752 1.755 2.285
H 1.049 0.156 1.151
H 1.706 1.513 0.214
H 2.795 0.442 1.095
H 0.856 1.680 2.634
C -1.752 2.369 4.193
O -0.981 1.608 3.264
H -2.609 1.805 4.574
H -1.120 2.612 5.041
H -2.148 3.278 3.734
H -1.565 1.085 2.709
C -0.427 -0.543 -1.919
C 0.078 -1.906 -2.342
C -0.119 -2.157 -3.819
O 1.473 -1.934 -2.008
H -1.496 -0.442 -2.121
H 0.092 0.254 -2.453
H -0.273 -0.396 -0.850
H -0.441 -2.658 -1.735
H -1.155 -2.002 -4.132
H 0.174 -3.168 -4.110
H 0.486 -1.453 -4.396
H 1.805 -2.826 -2.143
*
```

(6)
The following is a quantum chemistry calculation of 4 unconnected molecules or ions with the total composition C5H16O3 at a distorted geometry, from the OMol25 dataset.

Computed properties:
HOMO level   -9.27 eV
Structure (SMILES)   C/C=C/CC.O.O.O
HOMO-LUMO gap   9.70 eV
ΔE to the lowest compared entry with this formula, charge and spin   0.8818 eV

Structure (ORCA input):
```
! wB97M-V def2-TZVPD RIJCOSX def2/J DEFGRID3
* xyz 0 1
C 1.468 -0.857 1.328
C 1.162 0.642 1.220
C -0.261 0.980 1.555
C -1.291 0.140 1.529
C -2.697 0.588 1.927
H 1.446 -1.356 0.361
H 0.839 -1.385 2.036
H 2.520 -1.051 1.566
H 1.629 0.941 0.285
H 1.754 1.198 1.961
H -0.496 1.989 1.881
H -1.207 -0.912 1.287
H -3.404 -0.176 1.617
H -2.897 1.595 1.578
H -2.710 0.627 3.021
H -0.162 -0.148 -2.417
H -1.633 0.136 -2.646
O -0.936 -0.484 -2.891
H -0.574 -1.763 -1.270
H 0.376 -2.617 -2.064
O 0.049 -2.497 -1.168
H 2.587 1.677 -1.214
H 1.517 2.393 -2.034
O 2.171 1.673 -2.080
*
```

(7)
The following is a quantum chemistry calculation of C5H16OP2 in the gas phase at a distorted geometry, from the OMol25 dataset.

Computed properties:
HOMO level   -7.36 eV
Structure (SMILES)   CCCC[PH3]P(C)O
HOMO-LUMO gap   8.31 eV
ΔE to the lowest compared entry with this formula, charge and spin   0.0000 eV

Structure (ORCA input):
```
! wB97M-V def2-TZVPD RIJCOSX def2/J DEFGRID3
* xyz 0 1
C 0.781 0.879 2.491
C 0.020 -0.457 2.385
C -1.413 -0.352 1.788
C -1.576 0.618 0.587
P -0.330 0.384 -0.828
P 1.334 0.028 -2.277
C 0.888 -1.623 -3.059
O 1.279 1.215 -3.497
H 1.831 0.641 2.701
H 0.782 1.477 1.577
H 0.441 1.508 3.318
H -0.089 -0.843 3.402
H 0.594 -1.161 1.779
H -1.684 -1.356 1.425
H -2.131 -0.146 2.589
H -1.614 1.647 0.977
H -2.585 0.439 0.179
H 0.320 1.622 -0.488
H -1.340 0.440 -1.841
H 0.012 -0.906 -0.295
H 1.614 -2.360 -2.715
H 0.934 -1.535 -4.146
H -0.101 -1.930 -2.694
H 2.032 1.772 -3.357
*
```

(8)
The following is a quantum chemistry calculation of a molecular structure, C5H17AlN3O4 at a distorted geometry, from the OMol25 dataset.

Computed properties:
HOMO level   -13.54 eV
HOMO-LUMO gap   5.98 eV
ΔE to the lowest compared entry with this formula, charge and spin   0.0000 eV

Structure (ORCA input):
```
! wB97M-V def2-TZVPD RIJCOSX def2/J DEFGRID3
* xyz 1 1
Al -22.223 21.042 -26.757
O -21.144 18.733 -26.026
H -21.806 18.278 -25.488
O -23.747 22.669 -25.166
H -23.321 22.300 -24.373
C -23.700 24.371 -28.593
O -23.000 23.535 -28.003
N -23.168 25.498 -29.135
N -25.026 24.220 -28.822
H -22.230 25.756 -28.897
H -23.759 26.019 -29.754
H -25.489 23.430 -28.409
H -25.613 24.961 -29.159
C -17.826 20.549 -25.872
C -19.211 21.157 -25.934
C -19.195 22.670 -25.961
O -20.524 23.022 -25.710
C -20.765 24.355 -26.159
N -19.877 20.620 -27.166
H -17.120 20.950 -26.599
H -17.914 19.463 -25.895
H -17.370 20.762 -24.899
H -19.772 20.865 -25.042
H -18.880 23.051 -26.935
H -18.532 22.992 -25.153
H -20.682 24.470 -27.242
H -20.053 25.032 -25.681
H -21.776 24.661 -25.906
H -20.265 19.734 -26.812
H -19.154 20.145 -27.711
*
```

(9)
The following is a quantum chemistry calculation of a molecular structure, C5H17F4N2O14PS4Ti2 at a distorted geometry, from the OMol25 dataset.

Computed properties:
HOMO level (alpha / beta)   -5.23 / -10.50 eV
HOMO-LUMO gap (alpha / beta)   4.50 / 9.52 eV
ΔE to the lowest compared entry with this formula, charge and spin   27.2135 eV

Structure (ORCA input):
```
! wB97M-V def2-TZVPD RIJCOSX def2/J DEFGRID3
* xyz 0 7
Ti 0.453 -0.279 0.086
Ti 1.025 -2.379 0.878
N 1.097 0.162 -1.319
S 0.533 -0.030 -2.863
O 1.219 -1.064 -3.662
O 0.019 1.100 -3.638
F -0.848 -0.789 -2.520
S 2.161 1.256 -1.748
O 1.650 2.554 -2.054
O 3.268 0.689 -2.498
F 2.791 1.608 -0.342
N 1.214 -0.762 1.455
S 2.657 0.104 1.782
O 3.468 -0.261 2.919
O 2.552 1.499 1.401
F 3.511 -0.443 0.550
S 0.752 -0.994 2.866
O 0.705 0.042 3.908
O 0.871 -2.364 3.273
F -0.816 -1.273 2.548
C -1.171 -2.324 -0.236
O -0.556 -1.517 0.662
H -2.138 -1.963 -0.588
H -0.638 -2.297 -1.186
H -1.331 -3.373 0.012
H -1.053 -1.502 1.483
C 2.664 -1.950 -1.161
O 1.266 -1.813 -1.092
H 3.059 -1.591 -2.111
H 3.209 -1.396 -0.397
H 2.925 -2.988 -0.961
H 0.983 -0.945 -1.390
C -3.887 -0.016 0.216
O -3.385 1.303 -0.005
P -1.875 1.740 0.307
O -0.902 0.543 0.312
O -1.432 2.928 -0.739
C -0.927 2.663 -2.006
O -1.902 2.569 1.688
C -1.768 1.909 2.863
H -3.409 -0.522 1.055
H -3.741 -0.757 -0.571
H -4.934 -0.047 0.516
H -0.617 1.629 -2.154
H -0.041 3.268 -2.199
H -1.673 2.868 -2.773
H -1.408 0.905 2.641
H -2.689 1.926 3.447
H -0.909 2.372 3.349
*
```